Entry from the Open Molecules 2025 dataset: a 12-piece molecular cluster, C80H72F11N2O2 overall in a non-equilibrium geometry (ωB97M-V/def2-TZVPD).

The net charge is +1. The total energy is -4449.84613 a.u.

XYZ file:
```
167
Properties=species:S:1:pos:R:3:forces:R:3
O 3.783051 -1.510228 8.998115 -0.05 0.86 -0.21
C 3.171899 -0.777652 8.279780 -0.23 -0.18 -0.51
O 3.240825 0.597098 8.326971 -0.30 -1.68 -0.69
C 2.184885 -1.418185 7.252687 -1.56 0.30 -0.91
C 0.770298 -0.970215 7.321241 1.23 -2.32 -2.16
C -0.153277 -1.600599 6.395563 1.39 0.81 1.59
N 0.272460 -2.563369 5.513028 1.02 0.75 1.00
C 1.589556 -2.987244 5.416221 0.52 1.15 1.48
C 2.637152 -2.438491 6.293067 -2.29 0.06 -0.33
C 4.090368 -2.970040 6.185892 0.07 0.11 1.01
C 5.137136 -1.912827 5.673095 0.50 0.07 -0.77
C 4.738419 -1.190865 4.322239 1.06 -0.09 -0.10
C 5.763056 -1.506604 3.125653 -0.94 -0.88 0.31
N 4.913188 -1.680368 1.912108 1.51 1.46 1.04
C 4.652346 -2.812166 1.168726 -2.23 1.65 -1.95
C 3.706295 -2.386882 0.120472 1.50 1.42 2.52
C 3.504002 -0.920535 0.349533 0.77 -0.71 0.88
C 4.300676 -0.493858 1.494635 -1.80 -3.04 -3.16
H 2.863056 0.938002 7.492764 0.13 0.11 0.48
H 0.420278 -0.206758 8.049380 0.34 -0.74 -0.71
H -1.224973 -1.311026 6.443747 0.91 -0.54 -0.42
H -0.444416 -2.983342 4.910758 0.52 0.14 0.19
H 1.784752 -3.771316 4.652325 -0.09 0.76 0.72
H 4.128093 -3.935271 5.602457 -0.23 1.22 0.29
H 4.412969 -3.257944 7.231410 -0.45 0.28 -1.04
H 5.417581 -1.137134 6.431869 -0.54 -0.93 -0.40
H 6.088841 -2.485818 5.471257 -0.99 0.58 0.45
H 4.756472 -0.066352 4.424031 -0.42 -1.21 0.16
H 3.731577 -1.545692 3.983162 0.81 0.52 0.22
H 6.494904 -0.677633 2.960418 -0.67 -0.73 0.17
H 6.331884 -2.446533 3.338005 -0.50 0.75 -0.28
H 5.091311 -3.813137 1.369126 -0.32 1.17 -0.03
H 3.244756 -3.037901 -0.655340 0.54 0.80 0.80
H 2.834833 -0.258676 -0.254171 0.80 -0.77 0.63
H 4.441071 0.490999 1.979085 -0.04 -1.05 -0.41
F 1.686671 0.999665 -2.410899 -0.03 -0.17 0.00
C 1.957027 2.305854 -2.213376 0.14 0.67 0.07
C 0.995444 3.250579 -2.519982 -0.20 -0.14 -0.08
C 1.271729 4.595440 -2.312324 0.24 -0.12 0.16
C 2.511454 4.979004 -1.809716 -0.01 0.03 0.06
C 3.470517 4.018420 -1.509030 -0.28 0.08 -0.08
C 3.188786 2.672213 -1.707303 0.25 -0.28 0.08
H 0.041405 2.932753 -2.917341 0.08 0.01 -0.02
H 0.523360 5.343531 -2.542510 0.03 -0.09 -0.04
H 2.728507 6.029205 -1.652449 -0.01 -0.07 -0.04
H 4.437118 4.317487 -1.120579 -0.05 -0.05 -0.02
H 3.920113 1.908043 -1.471241 -0.02 0.00 -0.05
F 1.267839 -7.142550 10.451117 -0.01 -0.05 -0.05
C 1.427942 -5.906200 10.950887 0.05 0.46 0.21
C 0.710782 -5.529598 12.072328 -0.15 -0.15 0.11
C 0.880829 -4.252221 12.591247 0.14 0.03 -0.22
C 1.757285 -3.363779 11.976865 -0.05 0.07 0.03
C 2.468399 -3.753192 10.847494 -0.12 -0.04 0.12
C 2.307267 -5.034465 10.333866 0.05 -0.05 -0.21
H 0.027082 -6.232349 12.532154 0.05 -0.01 -0.03
H 0.330266 -3.949099 13.473617 0.02 -0.06 -0.05
H 1.885740 -2.365907 12.380637 0.02 -0.07 -0.01
H 3.147823 -3.059926 10.366172 -0.06 -0.19 0.14
H 2.859377 -5.359190 9.459943 -0.01 -0.05 0.04
F 2.256665 5.840167 -4.867471 -0.07 0.15 0.02
C 2.975817 5.109808 -5.736421 0.33 -0.36 -0.37
C 4.237611 4.674921 -5.372646 0.08 0.05 0.25
C 4.978404 3.913866 -6.267623 -0.23 0.04 -0.14
C 4.452712 3.606757 -7.517183 0.09 -0.10 -0.08
C 3.185821 4.054207 -7.871891 0.14 -0.01 0.18
C 2.439339 4.806408 -6.974398 -0.24 0.08 -0.04
H 4.632223 4.931125 -4.397019 -0.07 0.00 -0.01
H 5.964699 3.560466 -5.991332 -0.05 0.05 0.00
H 5.033583 3.015567 -8.216087 -0.04 0.03 0.04
H 2.779115 3.816766 -8.847694 -0.01 0.01 0.07
H 1.446528 5.156144 -7.229292 0.03 0.02 0.04
F -1.864504 4.241838 -3.156379 0.02 0.15 0.03
C -2.869739 3.351972 -3.272043 -0.57 -0.57 -0.09
C -2.771812 2.128863 -2.628986 0.29 0.05 0.10
C -3.808945 1.212593 -2.743034 -0.11 0.15 -0.17
C -4.928007 1.523642 -3.506040 -0.08 -0.07 -0.01
C -5.013191 2.752410 -4.150744 0.16 -0.12 0.17
C -3.980907 3.674732 -4.029531 0.03 0.27 -0.11
H -1.888403 1.899821 -2.044672 -0.03 0.02 0.01
H -3.744502 0.256762 -2.237806 0.02 0.08 0.00
H -5.735374 0.805966 -3.597867 0.05 0.04 0.01
H -5.884064 2.992447 -4.748791 0.06 0.02 0.04
H -4.034718 4.639702 -4.518385 0.04 -0.03 0.02
F -7.413783 -1.034435 -2.420025 0.07 -0.08 -0.10
C -7.856119 -0.366540 -1.336948 -0.24 0.35 0.56
C -9.116189 0.203440 -1.358712 -0.15 -0.04 -0.25
C -9.573269 0.887813 -0.240423 0.22 -0.05 0.09
C -8.760225 1.002822 0.882426 -0.01 0.03 0.06
C -7.494504 0.429004 0.888684 -0.29 0.00 -0.13
C -7.041100 -0.264834 -0.225598 0.15 -0.14 -0.04
H -9.731263 0.110671 -2.245403 0.05 0.01 0.01
H -10.561513 1.331888 -0.243942 0.05 -0.04 -0.05
H -9.115804 1.541374 1.753503 0.01 -0.03 -0.06
H -6.859724 0.522332 1.761615 0.00 -0.04 -0.08
H -6.063364 -0.723480 -0.235128 -0.02 0.16 -0.02
F 7.819597 -0.635679 5.502899 0.00 -0.11 -0.07
C 7.955942 0.610424 6.003485 0.10 0.68 0.27
C 7.238739 0.972820 7.130367 -0.16 -0.22 0.00
C 7.384603 2.254546 7.646202 0.12 0.05 -0.20
C 8.236213 3.159849 7.023910 -0.01 0.07 0.05
C 8.946826 2.783935 5.890047 -0.16 -0.08 0.16
C 8.810763 1.499578 5.379047 0.09 -0.12 -0.24
H 6.574064 0.256556 7.598067 0.09 0.01 0.07
H 6.834471 2.547180 8.532467 0.02 -0.05 -0.05
H 8.346030 4.160587 7.424761 0.00 -0.07 -0.03
H 9.607308 3.491443 5.403707 -0.02 -0.08 0.02
H 9.363363 1.186584 4.501661 -0.03 -0.02 0.03
F 4.774123 -0.104193 -8.406697 0.00 0.13 0.30
C 3.493213 -0.217231 -8.005188 -0.72 -0.05 0.27
C 3.202787 -0.222691 -6.651984 0.27 0.03 0.12
C 1.881746 -0.333839 -6.238672 -0.04 -0.01 -0.24
C 0.867020 -0.448800 -7.181948 -0.08 -0.01 0.04
C 1.171551 -0.447088 -8.537604 0.10 0.03 0.20
C 2.491566 -0.325173 -8.952971 0.13 0.02 -0.25
H 4.006817 -0.140051 -5.930925 0.00 0.03 -0.05
H 1.643370 -0.331335 -5.181539 0.06 0.01 -0.05
H -0.163439 -0.539748 -6.858215 0.06 0.01 -0.03
H 0.380658 -0.540849 -9.272135 0.07 0.02 0.02
H 2.745917 -0.313326 -10.005740 0.02 -0.02 0.04
F 7.159056 -3.176080 -14.340012 0.03 -0.05 -0.07
C 6.732224 -2.482571 -13.271052 -0.18 0.29 0.45
C 5.485884 -1.883713 -13.305315 -0.18 -0.03 -0.21
C 5.043267 -1.171089 -12.197901 0.32 -0.11 0.09
C 5.855511 -1.056914 -11.074576 -0.07 0.13 0.04
C 7.107860 -1.659879 -11.056106 -0.20 0.00 -0.20
C 7.547776 -2.382001 -12.158308 0.22 -0.11 0.00
H 4.870832 -1.976667 -14.191965 0.05 -0.03 0.01
H 4.065285 -0.704131 -12.210948 0.05 -0.02 -0.06
H 5.511145 -0.497522 -10.213999 0.14 -0.14 -0.28
H 7.742184 -1.567419 -10.182488 -0.02 -0.03 -0.06
H 8.516783 -2.865671 -12.158307 -0.03 0.01 -0.05
F -13.574226 0.286231 -2.407664 0.03 0.08 -0.05
C -13.615364 -0.801888 -1.619283 -0.03 -0.47 0.34
C -12.512037 -1.633020 -1.554112 0.21 0.07 -0.13
C -12.551539 -2.754622 -0.736150 -0.24 0.08 0.06
C -13.697657 -3.037142 -0.001548 0.02 -0.07 0.05
C -14.801716 -2.196082 -0.079804 0.23 -0.01 -0.08
C -14.759497 -1.068018 -0.889209 -0.19 0.16 -0.02
H -11.631475 -1.401290 -2.139898 -0.05 0.01 0.01
H -11.689960 -3.408358 -0.671819 -0.03 0.06 -0.04
H -13.729355 -3.915097 0.633250 -0.01 0.06 -0.04
H -15.695908 -2.419099 0.489784 0.04 0.05 -0.04
H -15.606711 -0.396817 -0.955979 0.04 -0.01 -0.04
F -4.939856 2.082792 0.394478 0.06 -0.11 -0.01
C -4.858804 3.341346 0.857270 0.03 0.56 0.18
C -5.600100 3.705468 1.967481 -0.11 -0.18 0.11
C -5.510937 5.006020 2.448218 0.17 0.02 -0.20
C -4.690792 5.928205 1.807568 -0.01 0.09 0.06
C -3.955378 5.550099 0.690098 -0.16 -0.10 0.18
C -4.035269 4.247549 0.214666 0.17 -0.07 -0.23
H -6.239731 2.975429 2.448204 0.02 0.01 -0.05
H -6.080976 5.300703 3.321232 0.00 -0.04 -0.06
H -4.625547 6.943642 2.181001 -0.01 -0.06 -0.03
H -3.319703 6.270200 0.188712 -0.02 -0.07 0.01
H -3.462674 3.933212 -0.649983 -0.09 -0.02 0.04
F -3.816823 -0.957326 -0.003080 0.06 0.11 0.02
C -3.611332 -2.283954 0.070028 0.08 -0.67 0.02
C -2.392735 -2.754480 0.526052 0.17 0.18 0.13
C -2.179812 -4.125137 0.606693 -0.27 0.01 -0.07
C -3.182723 -5.007417 0.220996 0.04 -0.11 0.04
C -4.400495 -4.521386 -0.240196 0.21 0.09 0.09
C -4.620355 -3.151616 -0.311718 -0.15 0.12 -0.07
H -1.620303 -2.051148 0.813724 -0.04 0.03 -0.06
H -1.231728 -4.505564 0.968931 -0.02 0.04 -0.07
H -3.013567 -6.076334 0.279983 -0.02 0.07 -0.02
H -5.179476 -5.209713 -0.544770 0.03 0.07 0.02
H -5.566077 -2.757392 -0.660777 0.05 -0.04 -0.04
```
Forces are in eV/Å.